#i
ORCA calculation (the ωB97M-V functional and the def2-TZVPD basis) on a 2-piece molecular cluster, C5H6OSi overall.

Output
* orbital gap (alpha / beta): 0.250 / 0.300 Eh

Last column: natural (NBO) charge in e.
CARTESIAN COORDINATES (ANGSTROEM)
H1 -1.689 1.552 2.197  0.174
H2 -1.735 0.725 -3.725  0.227
H3 3.083 -2.584 -0.447  0.229
C1 2.219 -1.987 -0.471  -0.174
H4 -0.813 -0.993 3.071  0.488
C2 -0.196 0.882 -2.144  -0.512
H5 1.792 1.639 -0.494  -0.146
Si1 0.678 0.514 -0.606  0.952
C3 -1.346 0.528 2.026  -0.062
C4 -0.917 0.904 -3.096  -0.176
C5 1.565 -1.034 -0.726  -0.511
O1 -0.766 0.014 3.133  -0.663
H6 -1.876 -0.159 1.282  0.174

***

#ii
ORCA calculation (the ωB97M-V functional and the def2-TZVPD basis) on the molecule C5H6OSi.

Output
* orbital gap: 0.394 Eh

Last column: natural (NBO) charge in e.
CARTESIAN COORDINATES (ANGSTROEM)
C1 1.883 0.628 0.065  -0.493
C2 -0.273 -1.804 0.053  -0.469
C3 -1.000 1.221 -0.096  -0.454
H1 -0.869 -3.998 -0.115  0.235
H2 -2.881 0.870 -0.943  0.483
H3 -1.111 2.091 0.531  0.197
H4 -0.713 1.597 -1.055  0.206
C4 2.977 0.940 -0.366  -0.164
O1 -2.279 0.582 -0.196  -0.752
C5 -0.524 -2.979 -0.055  -0.173
H5 0.633 -0.482 2.141  -0.117
H6 3.903 1.390 -0.564  0.230
Si1 0.253 -0.057 0.600  1.271

***

Which of them is the most stable? Correct choice: #ii.

***

#i
ORCA calculation (the ωB97M-V functional and the def2-TZVPD basis) on a 3-piece molecular cluster, C4H15N2O2 overall.

Output
* charge: +1
* orbital gap: 0.184 Eh

Last column: natural (NBO) charge in e.
CARTESIAN COORDINATES (ANGSTROEM)
H1 -3.706 -0.983 -1.020  0.366
H2 -3.186 -2.023 -2.212  0.357
C1 -0.221 0.927 -0.469  -0.411
C2 1.026 0.216 -0.694  0.443
C3 1.603 -0.724 0.245  -0.597
C4 3.147 -0.464 0.299  -0.038
H3 3.274 0.570 0.633  0.195
H4 1.284 -0.019 -1.730  0.235
H5 -0.582 1.612 -1.236  0.259
H6 -4.522 -1.151 -2.436  0.372
N1 -0.125 1.808 0.782  -0.813
H7 3.827 -2.098 1.280  0.490
H8 -0.422 2.739 0.525  0.399
O1 3.735 -1.142 1.369  -0.679
H9 3.705 -0.611 -0.626  0.203
H10 -1.778 1.137 1.639  0.485
H11 1.452 -1.786 -0.005  0.332
H12 1.216 -0.671 1.265  0.269
N2 -3.610 -1.138 -2.008  -1.092
H13 0.843 1.845 1.076  0.365
O2 -2.650 0.787 1.427  -0.981
H14 -3.216 0.900 2.183  0.488
H15 -1.093 0.271 -0.288  0.354

***

#ii
ORCA calculation (the ωB97M-V functional and the def2-TZVPD basis) on a 3-piece molecular cluster, C4H15N2O2 overall.

Output
* charge: +1
* orbital gap: 0.214 Eh

Last column: natural (NBO) charge in e.
CARTESIAN COORDINATES (ANGSTROEM)
H1 0.473 1.692 1.930  0.408
C1 -0.550 0.148 0.564  -0.455
H2 0.644 0.013 -3.323  0.247
H3 -1.309 -0.285 1.214  0.296
H4 -2.124 1.346 1.931  0.484
H5 -0.342 0.671 -2.176  0.172
H6 1.917 -1.376 -1.533  0.262
O1 -3.016 0.995 1.676  -0.980
N1 -0.853 -1.389 -2.631  -0.825
H7 -3.683 1.169 2.391  0.499
H8 1.786 0.382 -1.281  0.303
C2 0.211 -0.360 -2.461  -0.179
C3 0.596 -0.639 0.086  0.373
H9 0.337 2.003 0.334  0.366
O2 2.307 0.220 2.834  -0.936
H10 0.682 -1.626 0.612  0.231
H11 -0.791 -2.038 -3.483  0.414
C4 1.217 -0.544 -1.298  -0.564
H12 -1.202 0.512 -0.287  0.301
H13 2.860 -0.242 3.460  0.497
H14 2.158 -0.387 2.056  0.447
N2 -0.224 1.630 1.125  -0.732
H15 -1.094 -1.894 -1.741  0.370

***

#iii
ORCA calculation (the ωB97M-V functional and the def2-TZVPD basis) on a 2-piece molecular cluster, C4H15N2O2 overall.

Output
* charge: +1
* orbital gap: 0.392 Eh

Last column: natural (NBO) charge in e.
CARTESIAN COORDINATES (ANGSTROEM)
O1 -0.708 -3.548 -0.101  -0.992
H1 -1.989 1.754 -0.143  0.183
N1 1.693 0.275 2.193  -0.840
H2 0.097 -1.606 -0.612  0.447
H3 1.903 1.761 0.629  0.226
H4 -0.767 -1.464 0.777  0.451
H5 0.092 0.292 -1.924  0.223
H6 -2.280 0.767 -1.575  0.170
H7 2.469 0.793 2.619  0.382
C1 -0.167 0.876 -1.057  -0.486
H8 -0.015 -4.051 -0.550  0.495
C2 -1.581 1.498 -1.129  -0.061
O2 -1.700 2.723 -1.815  -0.699
H9 0.946 0.756 2.693  0.352
H10 2.396 0.254 0.230  0.203
C3 1.584 0.733 0.783  -0.251
N2 0.108 -1.216 0.323  -0.663
H11 0.466 1.766 -1.248  0.258
H12 -1.199 -4.161 0.460  0.506
C4 0.211 0.288 0.292  -0.057
H13 -1.857 2.567 -2.753  0.479
H14 0.838 -1.675 0.882  0.462
H15 -0.539 0.618 1.026  0.213

***

#iv
ORCA calculation (the ωB97M-V functional and the def2-TZVPD basis) on a 3-piece molecular cluster, C4H15N2O2 overall.

Output
* charge: +1
* orbital gap: 0.155 Eh

Last column: natural (NBO) charge in e.
CARTESIAN COORDINATES (ANGSTROEM)
C1 -1.918 2.383 -0.316  -0.022
H1 0.419 -0.879 -0.661  0.294
C2 -0.940 1.357 -1.008  -0.576
H2 -0.063 1.373 -0.367  0.243
H3 1.056 -1.937 1.535  0.469
H4 -2.030 2.133 0.741  0.194
H5 -2.898 2.339 -0.791  0.188
C3 -1.447 -0.003 -0.964  0.428
H6 3.724 -1.294 -1.025  0.374
H7 -1.883 4.169 -1.037  0.493
H8 4.022 -0.267 0.273  0.377
O1 1.744 -2.515 1.901  -0.950
H9 1.271 -3.340 2.057  0.473
H10 -0.714 1.688 -2.028  0.326
H11 -0.880 -2.070 -0.628  0.251
H12 3.439 -1.880 0.610  0.411
H13 -0.239 -0.156 1.528  0.388
C4 -0.627 -1.049 -0.362  -0.395
N1 3.676 -1.155 -0.034  -1.144
O2 -1.372 3.661 -0.396  -0.674
H14 -1.523 -1.185 1.480  0.386
N2 -0.580 -1.031 1.133  -0.760
H15 -2.239 -0.342 -1.642  0.230

***

Which of them is the most stable? Correct choice: #iii.

***

#i
ORCA calculation (the ωB97M-V functional and the def2-TZVPD basis) on C7H13N as an isolated structure.

Output
* orbital gap: 0.350 Eh

Last column: natural (NBO) charge in e.
CARTESIAN COORDINATES (ANGSTROEM)
C1 0.475 -0.775 -1.489  -0.401
C2 1.534 -1.011 -0.293  -0.390
C3 -1.341 0.583 1.232  -0.407
H1 -1.872 0.104 2.044  0.200
H2 1.611 0.321 1.197  0.238
H3 -2.325 1.302 -0.712  0.205
H4 -1.110 1.632 1.568  0.219
H5 2.153 -2.062 -0.391  0.221
H6 -0.215 -1.670 -1.579  0.204
C4 -0.317 -0.465 0.777  -0.231
C5 -1.805 0.576 -0.166  -0.405
N1 0.445 1.431 -0.470  -0.881
H7 0.763 -0.333 -2.317  0.198
H8 1.238 -1.390 2.000  0.208
H9 2.209 -0.159 -0.645  0.187
C6 -0.336 0.231 -0.628  0.120
H10 1.369 1.413 -0.920  0.366
H11 -0.035 2.504 -0.922  0.367
H12 -2.556 -0.207 -0.229  0.213
H13 -0.919 -1.397 0.884  0.209
C7 1.036 -0.629 1.060  -0.440

***

#ii
ORCA calculation (the ωB97M-V functional and the def2-TZVPD basis) on the molecule C7H13N.

Output
* orbital gap: 0.325 Eh

Last column: natural (NBO) charge in e.
CARTESIAN COORDINATES (ANGSTROEM)
C1 0.099 -0.837 1.918  -0.199
C2 1.847 0.117 -0.497  -0.664
H1 -0.165 -0.359 -3.028  0.355
H2 -2.413 0.682 0.713  0.211
H3 0.349 1.750 -1.886  0.162
H4 -1.212 1.546 -0.995  0.200
H5 -0.653 -1.470 2.462  0.192
H6 2.148 0.315 -1.521  0.215
H7 -1.362 0.734 -3.288  0.361
C3 -0.403 -0.304 0.665  -0.062
N1 -0.894 0.217 -2.540  -0.845
H8 1.446 -1.305 3.408  0.199
H9 2.261 -0.774 0.055  0.241
C4 -1.914 -0.309 0.563  -0.645
H10 2.296 1.092 -0.058  0.216
H11 -2.416 -0.689 -0.331  0.239
H12 1.971 0.099 2.311  0.200
C5 -0.378 1.001 -1.464  -0.244
C6 0.334 0.155 -0.414  0.054
H13 -2.232 -0.908 1.425  0.208
C7 1.289 -0.753 2.501  -0.392

***

Which of them is the most stable? Correct choice: #ii.